*1*
This record from OMol25 describes 2 unconnected molecules or ions with the total composition C6H6. The level of theory is ωB97M-V/def2-TZVPD.

```
12
Properties=species:S:1:pos:R:3
C -1.631 0.488 0.407
C -0.664 -0.292 -0.465
C 0.181 0.357 -1.355
C 1.398 0.613 -1.500
C 2.177 0.143 -0.512
C 2.048 -0.519 0.556
H -1.896 -0.099 1.292
H -1.186 1.430 0.740
H -2.560 0.718 -0.128
H -1.035 -1.268 -0.790
H 0.611 -0.613 0.360
H 2.558 -0.959 1.394
```

Summary:
HOMO-LUMO gap = 9.02 eV
E_LUMO = -0.1069 eV
HOMO = -9.1 eV

These are the Mulliken partial charges, in e, on atoms 1 to 4: -0.93, -0.18, 0.10, -0.41

*2*
This record from OMol25 describes a single C6H6 molecule. The level of theory is ωB97M-V/def2-TZVPD.

```
12
Properties=species:S:1:pos:R:3
C -0.977 -0.946 0.282
C 0.358 -1.315 0.153
C 1.351 -0.339 0.052
C 1.007 0.999 -0.108
C -0.350 1.315 -0.191
C -1.320 0.388 0.144
H -1.766 -1.683 0.374
H 0.622 -2.366 0.112
H 2.397 -0.632 0.007
H 1.792 1.749 -0.205
H -0.765 2.099 -0.794
H -2.351 0.731 0.175
```

Summary:
HOMO-LUMO gap = 10.31 eV
SMILES = c1ccccc1
E_LUMO = 1.1424 eV
HOMO = -9.2 eV

These are the Mulliken partial charges, in e, on atoms 1 to 4: -0.40, -0.31, -0.38, -0.30

Which structure wins on stability? *2* wins.

*1*
This record from OMol25 describes a single C6H6 molecule. The level of theory is ωB97M-V/def2-TZVPD.

```
12
Properties=species:S:1:pos:R:3
C 0.934 -0.303 1.741
C 0.030 -0.478 0.583
C -0.300 0.484 -0.338
C -0.078 1.850 0.037
C -0.815 -0.027 -1.591
C -1.077 -0.581 -2.630
H 1.291 0.726 1.792
H 0.466 -0.606 2.683
H 1.775 -0.992 1.576
H -0.344 -1.488 0.402
H -0.587 2.495 -0.708
H -1.295 -1.080 -3.547
```

Summary:
HOMO-LUMO gap = 7.59 eV
E_LUMO = -0.9637 eV
HOMO = -8.5 eV

These are the Mulliken partial charges, in e, on atoms 1 to 4: -1.06, 0.02, 0.18, -0.67

*2*
This record from OMol25 describes a single C6H6 molecule. The level of theory is ωB97M-V/def2-TZVPD.

```
12
Properties=species:S:1:pos:R:3
C -2.785 1.889 1.740
C -1.894 1.606 0.977
C -0.799 1.165 0.262
C 0.219 0.645 -0.130
C 1.382 -0.199 -0.397
C 0.942 -1.533 -1.009
H -3.524 2.090 2.481
H 2.121 0.308 -1.026
H 1.862 -0.375 0.575
H 1.796 -2.205 -1.133
H 0.209 -2.018 -0.357
H 0.473 -1.374 -1.983
```

Summary:
HOMO-LUMO gap = 10.23 eV
SMILES = C#CC#CCC
E_LUMO = 0.9835 eV
HOMO = -9.2 eV

These are the Mulliken partial charges, in e, on atoms 1 to 4: -0.06, -0.33, 0.38, -0.35

Which structure wins on stability? *2* wins.

*1*
This record from OMol25 describes a single C5H2N2 molecule. The level of theory is ωB97M-V/def2-TZVPD.

```
9
Properties=species:S:1:pos:R:3
C -0.501 1.946 -0.647
C -0.100 0.653 -0.023
C 0.296 -0.708 0.364
C 0.717 -1.521 -0.673
N 0.979 -2.027 -1.675
C 0.010 -1.237 1.625
N -0.257 -1.721 2.643
H 0.335 2.781 -0.558
H -1.479 1.834 -1.056
```

Summary:
HOMO-LUMO gap = 9.29 eV
SMILES = C=C=C(C#N)C#N
E_LUMO = -1.1245 eV
HOMO = -10.4 eV

These are the Mulliken partial charges, in e, on atoms 1 to 4: -0.52, -0.04, 0.20, 0.32

*2*
This record from OMol25 describes a single C5H2N2 molecule. The level of theory is ωB97M-V/def2-TZVPD.

```
9
Properties=species:S:1:pos:R:3
C -0.063 0.792 -0.929
C -0.615 1.022 0.326
C -0.161 0.029 1.200
N 0.405 -1.036 0.665
C 0.450 -1.204 -0.575
N 0.756 -1.652 -1.730
C 0.377 -0.151 -1.683
H -0.968 2.030 0.519
H -0.181 0.169 2.206
```

Summary:
HOMO-LUMO gap (alpha / beta) = 7.03 / 7.03 eV
SMILES = C1=CC=NC2=NC=12
E_LUMO (alpha / beta) = -1.0124 / -1.0130 eV
HOMO (alpha / beta) = -8.0 / -8.0 eV

These are the Mulliken partial charges, in e, on atoms 1 to 4: 0.14, -0.49, -0.26, -0.54

Which structure wins on stability? *1* wins.

*1*
This record from OMol25 describes a single C2H3N3O molecule. The level of theory is ωB97M-V/def2-TZVPD.

```
9
Properties=species:S:1:pos:R:3
H -0.567 0.297 -2.497
N -0.416 -0.105 -1.566
N 0.024 0.816 -0.846
C 0.257 0.481 0.501
O 0.895 1.410 1.266
C -0.186 -0.704 0.891
N -0.834 -1.741 0.928
H 1.139 2.125 0.660
H -0.312 -2.578 0.662
```

Summary:
HOMO-LUMO gap = 8.67 eV
SMILES = [H]/N=N/C(O)=C=N
E_LUMO = 0.1805 eV
HOMO = -8.5 eV

These are the Mulliken partial charges, in e, on atoms 1 to 4: 0.24, -0.55, -0.04, 0.02

*2*
This record from OMol25 describes a single C2H3N3O molecule. The level of theory is ωB97M-V/def2-TZVPD.

```
9
Properties=species:S:1:pos:R:3
N -1.671 -0.332 0.041
C -0.298 -0.219 -0.028
N 0.564 -1.081 0.459
O 1.771 -0.603 0.513
N 1.597 0.820 -0.279
C 0.344 0.960 -0.528
H -2.014 -1.253 0.268
H -2.134 0.087 -0.750
H 1.840 1.621 0.304
```

Summary:
HOMO-LUMO gap = 9.15 eV
E_LUMO = 0.0137 eV
HOMO = -9.1 eV

These are the Mulliken partial charges, in e, on atoms 1 to 4: -0.48, 0.56, -0.24, -0.19

Which structure wins on stability? *1* wins.

*1*
This record from OMol25 describes 2 unconnected molecules or ions with the total composition C2H3N3O. The level of theory is ωB97M-V/def2-TZVPD.

```
9
Properties=species:S:1:pos:R:3
C -0.712 0.348 -1.168
C 2.893 0.148 -0.126
N -0.595 -0.387 -0.242
N 2.309 0.318 0.926
N -0.419 -0.615 0.932
O 3.515 0.031 -1.087
H -0.213 0.482 -2.078
H 1.296 0.099 1.116
H -0.756 -1.502 1.253
```

Summary:
HOMO-LUMO gap = 10.05 eV
E_LUMO = 0.3393 eV
HOMO = -9.7 eV

These are the Mulliken partial charges, in e, on atoms 1 to 4: -0.22, 0.56, 0.41, -0.53

*2*
This record from OMol25 describes a single C2H3N3O molecule. The level of theory is ωB97M-V/def2-TZVPD.

```
9
Properties=species:S:1:pos:R:3
N -1.298 0.039 0.425
C -0.368 -0.720 -0.255
C 0.958 -0.109 -0.450
N 1.387 0.849 0.319
N 1.756 1.679 0.997
O -0.598 -1.848 -0.651
H -2.217 -0.381 0.441
H -1.292 1.042 0.306
H 1.671 -0.551 -1.131
```

Summary:
HOMO-LUMO gap = 9.55 eV
E_LUMO = 0.3464 eV
HOMO = -9.2 eV

These are the Mulliken partial charges, in e, on atoms 1 to 4: -0.46, 0.47, -0.20, 0.46

Which structure wins on stability? *2* wins.

*1*
This record from OMol25 describes a single C2H3N3O molecule. The level of theory is ωB97M-V/def2-TZVPD.

```
9
Properties=species:S:1:pos:R:3
N 1.770 -0.043 0.177
C 0.389 -0.163 0.126
N -0.451 0.905 -0.116
C -1.608 0.330 -0.079
O -1.562 -0.974 0.158
N -0.222 -1.304 0.316
H 2.038 0.929 0.275
H 2.229 -0.451 -0.629
H -2.584 0.771 -0.227
```

Summary:
HOMO-LUMO gap = 10.90 eV
SMILES = Nc1ncon1
E_LUMO = 0.9653 eV
HOMO = -9.9 eV

These are the Mulliken partial charges, in e, on atoms 1 to 4: -0.50, 0.45, -0.53, 0.13

*2*
This record from OMol25 describes a molecular structure, C2H3N3O. The level of theory is ωB97M-V/def2-TZVPD.

```
9
Properties=species:S:1:pos:R:3
O -2.174 -0.213 -0.244
C -0.880 -0.067 -0.097
N 0.004 -0.987 0.243
N 2.189 0.042 0.266
N 0.965 0.158 0.096
C -0.001 1.055 -0.240
H -2.382 -1.142 -0.051
H 2.301 -0.945 0.533
H -0.021 2.099 -0.505
```

Summary:
HOMO-LUMO gap (alpha / beta) = 8.49 / 8.49 eV
E_LUMO (alpha / beta) = 0.2554 / 0.2549 eV
HOMO (alpha / beta) = -8.2 / -8.2 eV

These are the Mulliken partial charges, in e, on atoms 1 to 4: -0.46, 0.57, -0.84, -0.82

Which structure wins on stability? *1* wins.